Entry from OMol25: a 2-piece molecular cluster, C3H10OS overall (wB97M-V/def2-TZVPD).

- Calculated total energy: -593.70113 Eh
- SMILES string: CCSC.O
- Largest force on an atom: 1.6 eV/Å
- Orbital gap: 8.856 eV
- HOMO energy: -0.3014 Eh

Geometry as ORCA input:
```
! RIJCOSX wB97M-V def2-TZVPD def2/J DEFGRID3
* xyz 0 1
S -0.602 -1.259 -1.454
C -0.681 0.453 -1.893
C -0.123 -1.615 1.215
C 0.586 -1.136 -0.097
H 0.317 0.897 -2.041
H -1.151 0.929 -1.015
H -1.297 0.669 -2.782
H 0.714 -1.856 1.892
H -0.820 -2.470 1.199
H -0.654 -0.734 1.613
H 1.430 -1.799 -0.368
H 0.983 -0.106 -0.006
O 0.135 2.501 1.449
H 0.111 2.849 0.529
H 1.052 2.678 1.758
*
```

Mulliken population analysis, charges in e, atoms 1 to 4: -0.124 -0.752 -0.936 -0.367

***

Entry from OMol25: a 2-piece molecular cluster, C3H10OS2 overall (wB97M-V/def2-TZVPD).

- Calculated total energy: -991.90997 Eh
- SMILES string: CCCSS.O
- Largest force on an atom: 1.5 eV/Å
- Orbital gap: 9.871 eV
- HOMO energy: -0.3488 Eh

Geometry as ORCA input:
```
! RIJCOSX wB97M-V def2-TZVPD def2/J DEFGRID3
* xyz 0 1
C 0.834 -1.014 0.423
C 1.962 -0.576 -0.492
C -0.549 -0.690 -0.185
S -1.892 -0.427 1.013
S -3.416 0.016 -0.301
H 0.845 -2.085 0.618
H 0.941 -0.520 1.388
H 1.915 -1.065 -1.455
H 2.923 -0.807 -0.031
H 1.900 0.498 -0.657
H -0.495 0.106 -0.924
H -0.830 -1.593 -0.740
H -3.265 1.348 -0.407
H -0.284 2.754 -0.032
H -0.618 1.686 0.991
O 0.028 2.368 0.793
*
```

Mulliken population analysis, charges in e, atoms 1 to 4: -0.244 -1.234 -0.916 -0.104

***

Entry from OMol25: a 2-piece molecular cluster, C3H10OSSi overall (wB97M-V/def2-TZVPD).

- Calculated total energy: -883.04784 Eh
- Largest force on an atom: 3.3 eV/Å
- Orbital gap (spin up / spin down): 8.684 / 5.988 eV
- HOMO energy (spin up / spin down): -0.3244 / -0.2545 Eh

Geometry as ORCA input:
```
! RIJCOSX wB97M-V def2-TZVPD def2/J DEFGRID3
* xyz 0 1
C 2.135 -1.059 -0.142
C 1.437 0.113 0.451
C 0.870 1.080 -0.649
O -1.386 1.800 0.205
Si -3.717 -0.822 0.293
S -0.045 2.449 0.033
H 1.803 -1.887 0.452
H 1.759 -1.213 -1.175
H 3.308 -0.882 -0.127
H 2.004 0.802 1.009
H 0.609 -0.093 1.169
H 0.212 0.478 -1.370
H 1.777 1.521 -1.129
H -3.406 0.677 0.624
H -2.473 -1.444 -0.383
H -4.886 -1.521 0.740
*
```

Mulliken population analysis, charges in e, atoms 1 to 4: -0.970 -0.522 -0.643 -0.392

***

Relative energy (zero: lowest compared OMol25 entry of this formula, charge and spin) list, top to bottom, in kcal/mol: 10.0 1.0 127.7